1.
C39H69F7O27 | ωB97M-V with the def2-TZVPD basis set

Computed properties:
highest occupied orbital energy = -9.57 eV
orbital gap = 9.86 eV

```
! RIJCOSX wB97M-V def2-TZVPD def2/J DEFGRID3
* xyz 0 1
C -17.277 -13.365 -9.322
C -17.292 -13.862 -10.774
C -15.810 -14.128 -11.192
O -17.983 -15.151 -10.770
H -16.726 -14.106 -8.800
H -18.253 -13.280 -8.837
H -16.805 -12.427 -9.344
H -17.875 -13.213 -11.421
H -15.630 -14.762 -12.069
H -15.239 -14.555 -10.329
H -15.221 -13.235 -11.392
H -17.400 -15.645 -10.172
C -12.243 -9.344 -11.504
C -13.093 -10.640 -11.327
C -13.550 -10.840 -9.904
O -14.265 -10.678 -12.158
H -12.785 -8.424 -11.293
H -11.900 -9.240 -12.535
H -11.333 -9.469 -10.881
H -12.441 -11.491 -11.624
H -12.816 -10.856 -9.115
H -14.118 -11.755 -9.909
H -14.287 -10.049 -9.622
H -13.907 -10.801 -13.079
C -13.658 -14.111 -14.948
C -13.905 -12.684 -15.466
C -15.341 -12.279 -15.510
O -13.063 -11.759 -14.801
H -14.157 -14.242 -13.989
H -12.566 -14.206 -14.851
H -14.008 -14.859 -15.680
H -13.538 -12.741 -16.454
H -15.705 -11.652 -16.309
H -15.670 -11.901 -14.593
H -15.847 -13.232 -15.683
H -13.088 -10.853 -15.201
C -13.195 -18.182 -15.406
C -13.504 -17.957 -13.906
C -14.667 -18.600 -13.238
O -12.290 -18.400 -13.233
H -12.897 -19.171 -15.616
H -12.408 -17.444 -15.620
H -14.101 -17.876 -16.014
H -13.671 -16.866 -13.914
H -14.599 -19.709 -13.144
H -15.647 -18.388 -13.649
H -14.666 -18.219 -12.199
H -12.485 -18.417 -12.246
C -14.243 -7.456 -17.177
C -13.308 -8.084 -16.195
C -13.658 -7.790 -14.806
O -13.361 -9.537 -16.334
H -14.290 -6.368 -17.014
H -15.211 -7.876 -17.086
H -13.812 -7.497 -18.142
H -12.281 -7.825 -16.329
H -14.669 -8.098 -14.555
H -13.759 -6.702 -14.552
H -12.951 -8.269 -14.131
H -13.257 -9.835 -17.257
C -18.935 -10.648 -14.018
C -17.794 -10.125 -13.188
C -18.176 -9.186 -11.989
O -17.092 -11.203 -12.707
H -19.730 -10.019 -14.479
H -19.583 -11.356 -13.424
H -18.589 -11.236 -14.893
H -17.152 -9.475 -13.847
H -18.728 -9.882 -11.326
H -18.910 -8.440 -12.237
H -17.226 -8.833 -11.550
H -16.261 -10.922 -12.302
C -16.107 -15.785 -17.801
C -15.903 -16.944 -18.735
O -14.520 -17.125 -18.858
C -13.889 -16.052 -18.415
O -12.748 -15.722 -18.603
O -14.771 -15.148 -17.923
F -16.334 -16.632 -19.969
H -16.182 -16.027 -16.749
H -16.865 -15.157 -18.244
H -16.338 -17.915 -18.438
C -11.109 -14.989 -11.985
C -10.264 -14.032 -11.158
O -10.966 -13.863 -9.963
C -12.031 -14.639 -9.936
O -12.667 -14.903 -8.938
O -12.270 -15.162 -11.177
F -10.196 -12.787 -11.734
H -10.576 -15.948 -12.116
H -11.419 -14.626 -12.944
H -9.245 -14.378 -10.982
C -9.178 -17.734 -15.724
C -9.643 -17.285 -14.353
O -10.119 -16.050 -14.621
C -9.771 -15.615 -15.834
O -10.111 -14.550 -16.250
O -9.102 -16.555 -16.464
F -8.595 -17.303 -13.465
H -9.863 -18.471 -16.113
H -8.261 -18.255 -15.682
H -10.431 -17.828 -13.846
C -12.075 -12.984 -18.604
C -11.092 -13.168 -19.723
O -10.343 -11.994 -19.725
C -11.156 -10.954 -19.239
O -11.064 -9.806 -19.483
O -12.172 -11.510 -18.611
F -11.789 -13.155 -20.931
H -11.657 -13.236 -17.627
H -13.065 -13.421 -18.699
H -10.461 -14.057 -19.689
C -19.911 -15.911 -13.473
C -19.805 -15.073 -14.689
O -19.290 -15.862 -15.750
C -18.892 -17.056 -15.188
O -18.390 -17.906 -15.844
O -19.106 -17.097 -13.907
F -18.824 -14.063 -14.458
H -20.930 -16.270 -13.252
H -19.357 -15.523 -12.613
H -20.676 -14.521 -14.990
C -14.758 -11.685 -22.319
C -15.435 -12.748 -21.537
O -15.672 -12.142 -20.263
C -14.925 -10.998 -20.184
O -14.782 -10.415 -19.134
O -14.266 -10.803 -21.329
F -14.763 -13.908 -21.325
H -15.493 -11.146 -22.891
H -13.966 -12.040 -22.994
H -16.306 -13.106 -22.014
C -10.010 -10.759 -15.757
C -9.886 -11.668 -14.531
O -9.983 -10.719 -13.536
C -9.689 -9.442 -13.961
O -9.540 -8.519 -13.272
O -9.545 -9.446 -15.274
F -8.657 -12.298 -14.523
H -11.011 -10.683 -16.082
H -9.315 -11.009 -16.582
H -10.697 -12.422 -14.495
*
```



2.
C39H69N3O5PtSSi | ωB97M-V with the def2-TZVPD basis set

Computed properties:
highest occupied orbital energy (alpha / beta) = -7.17 / -7.34 eV
⟨S²⟩ = 2.01
orbital gap (alpha / beta) = 7.39 / 6.81 eV
relative energy (zero: lowest compared OMol25 entry of this formula, charge and spin) = 18.5 kcal/mol

```
! RIJCOSX wB97M-V def2-TZVPD def2/J DEFGRID3
* xyz 0 3
Pt 0.222 0.260 0.220
C -4.087 -1.471 2.056
C -4.225 -0.329 1.052
C -4.223 1.009 1.776
C -5.499 -0.495 0.232
O -3.074 -0.276 0.192
Si -2.595 -1.289 -1.008
S -0.682 -0.703 -1.668
O -2.656 -2.808 -0.395
C -2.735 -4.093 -1.022
C -4.193 -4.377 -1.362
C -1.865 -4.133 -2.274
C -2.223 -5.087 0.008
O -3.654 -1.280 -2.263
C -3.897 -0.360 -3.333
C -2.980 -0.711 -4.496
C -3.662 1.076 -2.874
C -5.354 -0.561 -3.722
H -4.680 -1.264 2.948
H -3.044 -1.567 2.349
H -4.407 -2.423 1.630
H -5.071 1.072 2.460
H -4.293 1.825 1.053
H -3.297 1.125 2.346
H -6.369 -0.479 0.894
H -5.496 -1.442 -0.312
H -5.599 0.316 -0.492
H -4.567 -3.626 -2.058
H -4.801 -4.348 -0.455
H -4.295 -5.365 -1.817
H -2.262 -3.467 -3.043
H -1.832 -5.148 -2.676
H -0.848 -3.814 -2.036
H -2.816 -5.017 0.923
H -1.182 -4.867 0.252
H -2.285 -6.108 -0.375
H -1.935 -0.637 -4.193
H -3.153 -0.029 -5.332
H -3.177 -1.730 -4.834
H -2.607 1.244 -2.642
H -4.249 1.292 -1.980
H -3.961 1.769 -3.663
H -5.534 -1.611 -3.962
H -5.606 0.045 -4.595
H -6.012 -0.277 -2.898
C 3.278 0.415 2.137
N 3.031 -0.875 2.773
C 3.389 -0.927 4.182
C 2.332 -1.810 2.073
O 1.785 -1.505 1.004
N 2.175 -3.099 2.536
C 3.070 -3.864 3.389
C 1.342 -3.981 1.723
H 4.346 0.647 2.183
H 2.716 1.200 2.648
H 2.974 0.387 1.096
H 3.701 0.074 4.471
H 4.223 -1.596 4.390
H 2.531 -1.190 4.806
H 3.488 -3.298 4.207
H 3.888 -4.309 2.811
H 2.493 -4.680 3.824
H 0.753 -3.406 1.018
H 0.677 -4.548 2.380
H 1.966 -4.690 1.170
C 8.849 0.689 0.016
C 7.407 0.885 -0.366
C 6.870 2.158 -0.515
C 5.545 2.347 -0.880
C 5.025 3.763 -1.008
C 4.731 1.222 -1.090
C 3.315 1.441 -1.450
O 2.443 0.611 -1.320
C 5.250 -0.079 -0.943
C 4.437 -1.328 -1.164
C 6.584 -0.213 -0.584
H 9.364 1.642 0.128
H 9.374 0.106 -0.742
H 8.931 0.144 0.958
H 7.499 3.024 -0.337
H 5.773 4.465 -0.644
H 4.111 3.923 -0.436
H 4.811 4.022 -2.048
H 3.058 2.447 -1.822
H 3.778 -1.524 -0.317
H 5.105 -2.180 -1.297
H 3.779 -1.250 -2.026
H 6.995 -1.213 -0.479
C 0.804 1.747 6.677
C 0.369 0.967 5.460
C -0.028 -0.353 5.567
C -0.431 -1.054 4.428
C -0.859 -2.495 4.553
C -0.438 -0.411 3.203
C -0.031 0.931 3.048
C 0.368 1.594 4.215
N 0.020 1.476 1.749
C -0.206 2.902 1.375
C -0.295 3.933 2.503
C 0.928 3.329 0.436
C -1.542 2.966 0.617
H 0.829 1.114 7.563
H 0.119 2.574 6.874
H 1.798 2.177 6.538
H -0.035 -0.842 6.536
H -1.580 -2.620 5.364
H 0.000 -3.131 4.774
H -1.311 -2.859 3.633
H -0.816 -0.939 2.334
H 0.738 2.603 4.184
H 0.660 4.091 3.004
H -1.057 3.679 3.240
H -0.580 4.883 2.047
H 1.898 3.189 0.923
H 0.817 4.381 0.166
H 0.910 2.733 -0.480
H -2.378 2.820 1.306
H -1.597 2.186 -0.144
H -1.652 3.940 0.135
*
```



3.
C39H70IrN4OPSb2 | ωB97M-V with the def2-TZVPD basis set

Computed properties:
highest occupied orbital energy (alpha / beta) = -15.13 / -16.14 eV
⟨S²⟩ = 8.81
orbital gap (alpha / beta) = 7.79 / 5.15 eV
relative energy (zero: lowest compared OMol25 entry of this formula, charge and spin) = 7.2 kcal/mol

```
! RIJCOSX wB97M-V def2-TZVPD def2/J DEFGRID3
* xyz 3 6
Ir 0.410 0.283 0.606
C -1.097 -1.558 -2.812
C -1.640 -2.470 -1.712
C -3.096 -2.863 -2.023
C -1.594 -1.881 -0.327
C -1.617 -2.735 0.782
C -1.797 -2.255 2.073
C -1.944 -0.892 2.332
C -2.342 -0.396 3.689
C -1.824 -0.002 1.248
C -1.663 -0.497 -0.083
H -0.923 -2.141 -3.716
H -0.158 -1.081 -2.519
H -1.819 -0.777 -3.065
H -1.051 -3.392 -1.697
H -3.756 -1.998 -1.935
H -3.455 -3.637 -1.346
H -3.167 -3.246 -3.041
H -1.563 -3.806 0.620
H -1.887 -2.961 2.892
H -2.043 0.639 3.852
H -1.941 -1.019 4.488
H -3.431 -0.439 3.774
H -2.144 1.024 1.394
H -1.880 0.178 -0.905
C -2.054 3.161 -4.232
Sb -0.590 2.441 -2.856
C 0.041 4.359 -2.159
C 1.014 1.911 -4.425
C 2.337 2.220 -3.977
C 2.834 3.539 -4.183
C 4.125 3.867 -3.883
C 4.975 2.880 -3.349
C 4.514 1.590 -3.128
C 3.204 1.225 -3.410
C 2.765 -0.177 -3.199
Sb 2.335 -0.737 -1.120
C 4.283 -0.507 -0.307
C 2.395 -2.843 -1.442
H -2.964 3.389 -3.677
H -2.275 2.405 -4.984
H -1.687 4.068 -4.710
H 0.776 4.790 -2.835
H 0.470 4.258 -1.166
H -0.836 5.004 -2.124
H 0.643 2.580 -5.205
H 0.795 0.871 -4.638
H 2.184 4.271 -4.646
H 4.499 4.861 -4.085
H 6.007 3.123 -3.131
H 5.200 0.838 -2.761
H 3.577 -0.874 -3.415
H 1.896 -0.465 -3.784
H 5.013 -0.834 -1.045
H 4.351 -1.144 0.573
H 4.462 0.530 -0.025
H 3.366 -3.091 -1.867
H 1.606 -3.156 -2.123
H 2.278 -3.353 -0.487
C 1.973 -2.193 4.286
C 1.226 -1.124 3.525
O 1.231 -1.402 2.095
H 2.008 -1.934 5.344
H 2.997 -2.289 3.922
H 1.476 -3.161 4.196
H 1.691 -0.154 3.633
H 0.193 -1.045 3.867
H 0.877 -2.294 1.978
N 1.666 1.618 1.074
P 2.301 2.802 1.980
N 2.466 4.196 1.146
C 2.156 5.543 1.668
C 1.800 6.473 0.521
C 2.992 6.640 -0.444
C 3.952 5.443 -0.371
C 3.202 4.139 -0.136
N 3.809 2.399 2.485
C 4.198 1.033 2.866
C 5.675 0.739 2.559
C 6.545 2.000 2.648
C 5.929 2.991 3.625
C 4.623 3.515 3.044
N 1.316 3.150 3.257
C 1.613 2.669 4.615
C 1.018 3.634 5.633
C -0.490 3.749 5.426
C -0.809 4.170 3.992
C -0.128 3.248 2.985
H 3.028 5.947 2.195
H 1.351 5.471 2.394
H 1.497 7.436 0.928
H 0.936 6.067 -0.009
H 3.543 7.548 -0.202
H 2.620 6.763 -1.463
H 4.668 5.593 0.439
H 4.533 5.359 -1.290
H 3.896 3.293 -0.113
H 2.510 3.962 -0.971
H 3.557 0.344 2.321
H 4.022 0.876 3.936
H 5.783 0.288 1.574
H 6.020 0.002 3.286
H 6.623 2.479 1.667
H 7.556 1.733 2.951
H 6.588 3.840 3.797
H 5.763 2.509 4.592
H 4.852 4.208 2.234
H 4.063 4.074 3.800
H 2.689 2.582 4.747
H 1.169 1.674 4.766
H 1.490 4.612 5.514
H 1.241 3.271 6.637
H -0.913 4.472 6.122
H -0.958 2.781 5.638
H -0.472 5.196 3.823
H -1.886 4.146 3.820
H -0.269 3.619 1.966
H -0.578 2.245 3.042
*
```